No. 1
9
Properties=species:S:1:pos:R:3:forces:R:3:mulliken_charge:R:1 method="wB97M-V/def2-TZVPD" homo_lumo_gap_ha=0.333 e_above_lowest_ev=3.8614 homo_energy_ev=-9.0 lumo_energy_ha=0.00280 total_charge=0
F -2.3914 -0.5717 1.3094 -1.70 0.20 2.96 -0.23
H -0.8237 -0.3679 0.3065 -1.79 1.19 -1.34 -0.09
O 2.0212 0.9201 -0.5084 -2.06 2.79 -0.09 -0.13
C -1.9498 0.0018 0.2258 3.83 -1.20 -0.91 0.44
H 2.4834 0.8853 -1.3094 1.96 -0.73 -2.17 0.33
C 1.9909 0.1185 0.4184 -0.37 -1.62 2.54 -0.14
I 3.3949 -1.4860 0.2678 0.46 -0.44 -0.30 -0.08
F -2.6587 -0.5618 -0.7518 -0.24 -0.70 -1.75 -0.25
H -2.0667 1.0616 0.0417 -0.09 0.52 1.06 0.15

***

No. 2
64
Properties=species:S:1:pos:R:3:forces:R:3:mulliken_charge:R:1 method="wB97M-V/def2-TZVPD" homo_lumo_gap_ha=0.250 e_above_lowest_ev=0.0000 homo_energy_ev=-12.9 lumo_energy_ha=-0.22534 total_charge=+2
C 2.8628 -0.1829 -2.9558 0.04 0.02 0.06 -0.13
H 1.6282 0.6842 3.0128 -0.03 0.01 -0.02 0.39
H 2.2910 3.7385 -5.9490 0.00 0.00 0.00 0.39
C -2.4683 -6.1098 -0.9143 -0.11 0.04 -0.07 0.10
H -3.4373 3.0365 2.1897 0.00 0.00 0.00 0.59
H -4.5526 2.5598 0.1550 0.01 0.01 0.00 0.52
H 0.3647 4.9298 2.6411 0.00 0.01 0.01 0.44
C -3.4445 -0.3972 -0.6306 -0.04 0.00 -0.04 0.08
C 0.2738 4.1450 -3.2412 0.03 -0.02 -0.02 -1.25
C -1.0964 -2.9322 0.6812 0.05 -0.03 -0.03 -0.20
H -1.7618 -4.7891 1.4840 0.01 0.01 0.01 0.46
N -0.8830 -2.1624 -0.3969 0.00 0.03 0.26 0.75
C 1.3798 4.1482 -5.5160 0.00 0.00 0.02 -1.60
N -0.0145 1.6336 -0.5192 0.21 -0.07 0.28 0.34
H -1.6008 5.8632 3.7723 0.00 0.00 0.00 0.40
H -0.8101 -2.5236 1.6386 -0.01 0.00 -0.01 0.28
H -3.2109 5.2047 3.4723 0.00 0.00 0.00 0.40
Cl -0.5497 -0.0462 2.4450 0.04 -0.01 0.19 -0.02
C 1.4838 2.2224 -3.8980 0.00 -0.01 -0.05 -0.81
H -5.5446 0.2459 -0.9245 -0.01 0.01 0.00 0.46
C -0.2764 4.2089 2.1496 -0.02 -0.01 0.02 -0.84
H -2.1253 4.4034 4.6021 0.00 0.00 0.00 0.28
C 2.9701 -1.5055 -2.5692 -0.04 -0.03 0.03 -1.24
C 1.8351 -1.7454 -1.8170 0.02 0.00 -0.01 -0.10
C 1.1739 1.6138 -2.6844 0.03 -0.08 -0.06 0.60
C 0.3787 2.2437 -1.7279 -0.07 0.01 -0.02 1.05
C -1.7615 -3.8943 -1.7798 0.03 0.01 -0.03 -0.51
N 1.0712 -0.6395 -1.7503 -0.12 -0.18 -0.03 0.41
H -1.0424 -1.9938 -2.4602 0.02 0.03 -0.02 0.51
C 1.1898 -0.2714 2.7498 0.01 0.00 -0.06 -0.34
N -3.2409 -6.6634 0.0409 0.06 0.01 0.05 -0.34
H 1.5448 -2.6452 -1.3008 -0.02 -0.01 -0.01 0.43
H 3.7683 -2.1892 -2.7961 0.00 -0.01 -0.01 0.49
H -3.6052 -6.1425 0.8181 -0.01 -0.01 -0.01 0.20
C -2.4044 3.1671 1.8892 -0.02 -0.01 0.00 -0.18
C 1.0566 3.5010 -4.1990 -0.03 0.04 0.01 0.17
C -4.5424 0.4523 -0.5947 0.01 -0.05 0.01 -1.33
C -0.5494 2.4798 0.4839 -0.02 0.03 0.00 -0.91
C -1.6408 -4.1975 0.5869 -0.01 -0.01 -0.03 -0.84
H 1.3259 -1.0206 3.5209 -0.02 0.00 0.00 0.41
C -1.8832 2.3877 0.8635 -0.08 -0.03 0.01 0.53
H -3.3931 -1.4077 -0.9991 0.00 0.00 0.02 0.40
H 1.5125 5.2226 -5.3986 0.01 0.00 0.00 0.40
N -2.3557 0.2134 -0.1480 0.09 -0.05 0.06 0.24
N 1.7239 0.3127 -2.4541 -0.03 0.11 0.07 -0.28
O -2.1327 -6.6474 -1.9428 0.02 -0.03 -0.01 -0.55
H -0.0941 5.1442 -3.4378 0.00 0.00 0.00 0.44
C -2.1696 4.9431 3.6544 0.01 -0.01 -0.01 -1.52
C -1.6128 4.1022 2.5403 0.03 0.02 0.01 0.24
H -0.6969 4.0614 -1.3539 0.00 0.01 0.02 0.50
C -0.0675 3.5311 -2.0542 -0.01 0.00 0.02 -0.29
H -1.9909 -4.2715 -2.7669 0.00 -0.01 0.00 0.54
H -3.5911 -7.5963 -0.1136 0.01 0.00 -0.01 0.25
N -2.7540 1.4610 0.2052 0.05 0.09 -0.08 0.14
C -1.2239 -2.6402 -1.6125 0.02 0.00 0.03 -0.54
C -4.0611 1.6252 -0.0551 0.02 0.00 0.01 -0.09
Cl 1.9099 -0.8483 1.2337 0.14 -0.02 0.15 0.01
C -1.9785 -4.6953 -0.6640 0.04 -0.04 0.06 0.56
Ga -0.3061 -0.2045 -0.3109 -0.32 0.20 -0.71 0.15
C 0.2468 3.4048 1.1541 0.02 -0.02 -0.04 -0.58
H 0.5711 3.9933 -6.2322 -0.01 0.00 0.00 0.31
H 2.0600 1.6765 -4.6345 0.01 -0.02 0.01 0.55
H 3.5289 0.4298 -3.5373 -0.01 0.03 0.00 0.54
H 1.2857 3.4976 0.8610 0.00 0.00 -0.01 0.55

***

No. 3
24
Properties=species:S:1:pos:R:3:forces:R:3:mulliken_charge:R:1 method="wB97M-V/def2-TZVPD" homo_lumo_gap_ha=0.406 smiles=CCCO.CCCO e_above_lowest_ev=1.2769 homo_energy_ev=-10.2 lumo_energy_ha=0.03056 total_charge=0
H 5.3800 0.4788 0.9894 0.30 -0.33 -0.24 0.30
H -5.0143 -1.4729 0.1812 0.11 0.23 0.23 0.29
C 5.1082 -0.3572 0.3232 -0.29 0.11 0.71 -1.12
H 3.1396 -0.6956 1.2689 0.19 0.40 -0.45 0.25
H -3.0836 0.7767 0.9757 0.17 -0.48 -0.07 0.23
C 3.5606 -0.3888 0.2921 0.94 -0.87 -0.81 -0.20
H -1.6793 0.3398 -0.8185 -0.74 0.88 -0.79 0.06
H -2.6191 -0.9493 1.0110 0.32 0.45 -0.48 0.33
H -4.7915 -0.8800 1.8569 0.12 0.19 -0.48 0.33
H 3.3659 1.7730 0.4157 0.06 -0.41 -0.23 0.31
C -4.6756 -0.6189 0.7915 -0.17 0.44 -0.93 -1.23
H 3.3256 1.1286 -1.2514 0.58 -0.16 0.39 0.26
C -3.2280 -0.1984 0.4718 0.44 -0.64 1.19 -0.31
O 1.6541 0.9999 -0.1820 -2.72 -0.48 -0.25 -0.48
H -4.6067 0.8277 -1.3769 1.23 -0.38 0.16 0.29
H -5.3192 0.2490 0.5700 -0.17 -0.48 0.22 0.35
H 1.2666 0.3677 -0.8228 0.43 0.55 0.59 0.28
H -2.7737 -0.7825 -1.6782 0.10 -0.01 0.62 0.26
H 5.5798 -0.1912 -0.6600 -0.38 -0.05 0.33 0.31
H 5.5071 -1.2922 0.7513 -0.08 0.41 -0.20 0.32
C 3.0199 0.9257 -0.2070 1.16 0.70 -0.25 -0.51
O -3.6590 1.0545 -1.4815 0.72 0.85 -0.57 -0.53
H 3.2843 -1.1614 -0.4511 -0.19 0.12 0.39 0.28
C -2.7416 0.0671 -0.9692 -2.11 -1.03 0.91 -0.08

***

No. 4
21
Properties=species:S:1:pos:R:3:forces:R:3:mulliken_spin:R:1 method="wB97M-V/def2-TZVPD" spin_multiplicity=2 homo_lumo_gap_ha="0.217 / 0.293" e_above_lowest_ev=0.0767 homo_energy_ev="-9.5 / -11.9" lumo_energy_ha="-0.13248 / -0.14530" total_charge=+1
Sr 5.2629 0.4207 0.2198 -0.30 -0.16 0.09 1.05
O -0.0157 -0.2045 -0.0409 2.08 -0.11 1.35 0.00
C -1.4637 1.7451 0.1799 -0.16 0.31 0.12 0.00
O 3.2205 -1.0706 0.1335 -0.53 -0.59 -1.02 -0.07
H 0.7362 0.0280 0.5992 -1.89 -0.33 -1.32 0.00
H -1.7145 2.6879 -0.3419 0.06 -0.14 0.11 0.00
H -4.4374 0.9726 1.3074 0.27 0.18 -0.05 0.00
H -0.9919 0.6457 -1.6000 0.13 0.04 0.28 0.00
H -3.9181 2.5768 0.6990 0.06 -0.21 0.13 0.00
H 2.7200 -3.8197 -1.2223 -0.03 0.17 0.26 0.00
H -0.9907 2.0164 1.1433 -0.05 -0.04 -0.15 0.00
H 2.3586 -3.4857 0.5381 0.03 0.08 -0.29 0.00
C 2.2065 -3.1666 -0.4977 -0.42 0.09 0.09 0.00
H 1.1420 -3.2452 -0.7542 0.08 0.09 0.03 0.00
C -3.5805 1.6460 1.1873 -0.26 0.25 0.22 0.00
C -0.4909 0.9673 -0.6759 -0.07 0.30 -0.22 0.00
H -3.1790 1.8974 2.1843 -0.10 -0.05 -0.21 0.00
O -2.6210 0.9830 0.4042 0.28 -0.22 -0.24 0.00
H 0.3483 1.6272 -0.9495 -0.22 -0.05 -0.02 0.01
C 2.6720 -1.7838 -0.7340 1.59 0.34 0.72 0.01
H 2.7365 -1.4381 -1.7795 -0.54 0.04 0.14 0.00

***

No. 5
35
Properties=species:S:1:pos:R:3:forces:R:3:mulliken_charge:R:1 method="wB97M-V/def2-TZVPD" homo_lumo_gap_ha=0.260 e_above_lowest_ev=7.3484 homo_energy_ev=-4.8 lumo_energy_ha=0.08182 total_charge=-1
I -0.1718 3.9083 0.5481 -0.32 -0.78 -0.34 -0.33
H 1.4567 -4.0599 2.1369 -0.55 2.26 -0.15 0.27
N 0.5176 -0.8128 -1.2835 0.24 2.09 2.23 -0.68
C -3.7724 -1.5696 0.4819 -0.40 -1.58 -5.40 0.16
C 1.3627 -2.5937 0.3502 -0.38 -0.10 0.81 -0.23
H 3.0055 0.5645 -0.0224 -0.72 2.28 -1.05 0.23
C 2.9064 2.9100 0.2053 5.71 5.67 4.02 -0.13
Cl 0.5010 0.4668 1.9372 -0.12 0.38 -1.00 -0.42
H -0.4636 -2.7392 -1.0337 0.87 1.61 1.55 0.22
C 3.5128 3.9933 0.8848 -3.02 -7.62 -4.13 -0.43
Ta 0.1840 1.2030 -0.4598 -0.08 -1.49 -1.47 0.49
H -0.9095 2.8811 -2.5855 1.81 -1.60 -0.25 0.29
C 2.5211 1.4949 -0.5862 0.90 1.45 0.45 -0.50
H -0.1975 1.2590 -3.3971 0.43 1.77 1.43 0.28
H -2.6035 1.9001 -0.7670 1.00 -2.17 0.71 0.34
H 2.8876 1.5417 -1.7207 -0.55 0.08 2.59 0.31
O -3.8058 -2.1839 -0.7033 -0.16 4.15 7.43 -0.49
H 1.5254 -0.9617 -1.5615 -1.60 0.01 0.36 0.23
H 0.0575 -2.7733 2.2779 2.24 -0.17 -0.44 0.15
H 0.9760 2.7475 -2.8757 -2.11 -1.40 0.39 0.25
H -0.7743 -1.5792 0.4189 1.79 -0.32 -1.42 -0.28
C -2.1033 0.8641 -0.4488 -0.90 0.75 0.03 -0.59
H 1.9100 -2.2433 2.5658 -1.74 -1.37 -0.99 0.22
C 1.1741 -2.9284 1.9618 0.28 -0.46 -0.64 -0.78
H 1.5579 -3.6103 -0.2196 -0.06 2.22 1.08 0.32
H -3.3980 -2.2231 1.4046 -0.84 1.83 -1.60 0.34
C -0.0028 2.1177 -2.6155 0.01 0.69 0.08 -1.04
H -2.9919 1.4075 1.6887 0.90 -2.18 -1.54 0.23
H 4.2293 4.6980 1.5292 -2.36 -1.94 -1.92 0.30
H -2.3758 0.1140 -1.3280 0.39 1.19 2.12 0.30
H 2.2743 -1.8407 0.2876 -1.88 -1.69 -0.19 0.05
H -2.1810 -0.3882 1.5819 -0.71 2.04 -0.94 0.19
C 0.0463 -1.9047 -0.3490 0.43 -1.60 -0.97 0.25
C -2.7528 0.4616 1.0007 -0.13 0.51 -0.65 -0.16
O -4.1023 -0.1212 0.6958 1.64 -4.52 -0.19 -0.35

***

No. 6
22
Properties=species:S:1:pos:R:3:forces:R:3:mulliken_charge:R:1 method="wB97M-V/def2-TZVPD" homo_lumo_gap_ha=0.402 smiles="C/[NH+]=C1/N(C)[C@@H]2O[C@@H]2N1C" e_above_lowest_ev=3.8907 homo_energy_ev=-14.0 lumo_energy_ha=-0.11106 total_charge=+1
H 1.4933 -2.6380 0.2674 -0.25 -1.58 1.03 0.48
H 0.2843 1.2538 -2.5592 0.23 0.92 0.26 0.42
C 1.1711 1.2924 -1.8983 0.28 -1.10 -0.70 -1.00
C -1.6239 1.5950 1.2196 -0.47 0.43 1.96 -0.95
O 0.5060 -2.0103 -1.5586 -0.83 -2.07 -0.29 -0.43
N 1.0413 0.1709 -1.0057 -2.35 0.65 2.86 0.08
N -0.8913 1.1468 0.0572 0.43 1.22 -2.47 -0.21
H -0.8834 1.9985 1.9655 -0.73 -0.93 -0.24 0.37
H 2.4654 -1.3907 -1.5479 0.90 0.47 -0.33 0.60
H 1.9713 0.9064 -2.5559 0.11 1.32 0.20 0.33
H -1.7099 -2.0231 1.5125 2.34 0.87 0.88 0.33
C 0.0010 0.1426 -0.0554 0.59 0.01 -1.79 0.34
C 1.5005 -1.1471 -1.1810 -0.02 1.08 -0.13 -0.30
N -0.0878 -1.0645 0.5130 1.65 0.01 -0.23 0.18
H -2.2424 2.5131 1.0766 0.34 -1.01 -0.78 0.33
H -1.2128 -0.3741 2.1633 1.48 -2.35 -0.43 0.08
H 1.3540 2.2099 -1.2833 -0.04 -0.62 -1.20 0.33
H -0.9827 1.7648 -0.8020 0.50 -1.14 1.66 0.30
C -0.7484 -1.3632 1.7497 -2.20 -0.11 1.46 -0.73
C 0.8393 -1.9537 -0.1815 -0.83 1.93 -0.30 -0.21
H -2.2851 0.7658 1.6252 0.67 1.54 -0.41 0.34
H 0.0404 -1.7953 2.4788 -1.79 0.46 -1.03 0.33

***

Please write out number 6 again, unchanged.
22
Properties=species:S:1:pos:R:3:forces:R:3:mulliken_charge:R:1 method="wB97M-V/def2-TZVPD" homo_lumo_gap_ha=0.402 smiles="C/[NH+]=C1/N(C)[C@@H]2O[C@@H]2N1C" e_above_lowest_ev=3.8907 homo_energy_ev=-14.0 lumo_energy_ha=-0.11106 total_charge=+1
H 1.4933 -2.6380 0.2674 -0.25 -1.58 1.03 0.48
H 0.2843 1.2538 -2.5592 0.23 0.92 0.26 0.42
C 1.1711 1.2924 -1.8983 0.28 -1.10 -0.70 -1.00
C -1.6239 1.5950 1.2196 -0.47 0.43 1.96 -0.95
O 0.5060 -2.0103 -1.5586 -0.83 -2.07 -0.29 -0.43
N 1.0413 0.1709 -1.0057 -2.35 0.65 2.86 0.08
N -0.8913 1.1468 0.0572 0.43 1.22 -2.47 -0.21
H -0.8834 1.9985 1.9655 -0.73 -0.93 -0.24 0.37
H 2.4654 -1.3907 -1.5479 0.90 0.47 -0.33 0.60
H 1.9713 0.9064 -2.5559 0.11 1.32 0.20 0.33
H -1.7099 -2.0231 1.5125 2.34 0.87 0.88 0.33
C 0.0010 0.1426 -0.0554 0.59 0.01 -1.79 0.34
C 1.5005 -1.1471 -1.1810 -0.02 1.08 -0.13 -0.30
N -0.0878 -1.0645 0.5130 1.65 0.01 -0.23 0.18
H -2.2424 2.5131 1.0766 0.34 -1.01 -0.78 0.33
H -1.2128 -0.3741 2.1633 1.48 -2.35 -0.43 0.08
H 1.3540 2.2099 -1.2833 -0.04 -0.62 -1.20 0.33
H -0.9827 1.7648 -0.8020 0.50 -1.14 1.66 0.30
C -0.7484 -1.3632 1.7497 -2.20 -0.11 1.46 -0.73
C 0.8393 -1.9537 -0.1815 -0.83 1.93 -0.30 -0.21
H -2.2851 0.7658 1.6252 0.67 1.54 -0.41 0.34
H 0.0404 -1.7953 2.4788 -1.79 0.46 -1.03 0.33

***

Copy entry 1 word for word.
9
Properties=species:S:1:pos:R:3:forces:R:3:mulliken_charge:R:1 method="wB97M-V/def2-TZVPD" homo_lumo_gap_ha=0.333 e_above_lowest_ev=3.8614 homo_energy_ev=-9.0 lumo_energy_ha=0.00280 total_charge=0
F -2.3914 -0.5717 1.3094 -1.70 0.20 2.96 -0.23
H -0.8237 -0.3679 0.3065 -1.79 1.19 -1.34 -0.09
O 2.0212 0.9201 -0.5084 -2.06 2.79 -0.09 -0.13
C -1.9498 0.0018 0.2258 3.83 -1.20 -0.91 0.44
H 2.4834 0.8853 -1.3094 1.96 -0.73 -2.17 0.33
C 1.9909 0.1185 0.4184 -0.37 -1.62 2.54 -0.14
I 3.3949 -1.4860 0.2678 0.46 -0.44 -0.30 -0.08
F -2.6587 -0.5618 -0.7518 -0.24 -0.70 -1.75 -0.25
H -2.0667 1.0616 0.0417 -0.09 0.52 1.06 0.15